Entry from the OMol25 dataset: a 2-piece molecular cluster, C8H6Cl3NO3 overall at a distorted geometry (wB97M-V/def2-TZVPD).

Summary:
- gap between HOMO and LUMO (eV) = 9.24
- total energy (eV) = -53589.050
- energy above the lowest of the compared OMol25 structures with the same formula, charge and spin (kJ/mol) = 27.7
- maximum force (eV/Å) = 3.58
- LUMO energy (eV) = -0.501
- structure (SMILES) = O=C(c1ccccc1)C(Cl)(Cl)Cl.O=NO
- HOMO (eV) = -9.7

ORCA input file:
```
! RIJCOSX wB97M-V def2-TZVPD def2/J DEFGRID3
* xyz 0 1
Cl 1.78 1.83 0.75
Cl 3.88 0.14 -0.21
Cl 2.47 -0.67 2.03
O 2.08 0.56 -3.26
O 1.40 -1.26 -1.23
O 0.87 2.37 -2.86
N 1.28 1.34 -2.39
C -2.59 -1.03 0.08
C 1.17 -0.63 -0.25
C -1.85 0.33 1.95
C -0.54 0.16 1.53
C 2.24 0.18 0.54
C -0.21 -0.58 0.35
C -2.87 -0.18 1.22
C -1.27 -1.13 -0.37
H 0.30 0.43 2.18
H -3.39 -1.35 -0.52
H -3.85 0.14 1.53
H -1.12 -1.60 -1.38
H -2.37 0.92 2.84
H 2.59 0.01 -2.53
*
```



Entry from the OMol25 dataset: one molecule with the formula C5H9NO (wB97M-V/def2-TZVPD).

Summary:
- gap between HOMO and LUMO (eV) = 10.55
- total energy (eV) = -8868.314
- energy above the lowest of the compared OMol25 structures with the same formula, charge and spin (kJ/mol) = 86.7
- maximum force (eV/Å) = 0.44
- LUMO energy (eV) = 0.945
- structure (SMILES) = CC1(C)COC=N1
- HOMO (eV) = -9.6

ORCA input file:
```
! RIJCOSX wB97M-V def2-TZVPD def2/J DEFGRID3
* xyz 0 1
O -2.11 -0.46 0.23
N -0.70 0.76 -1.06
C 1.11 -0.87 -0.82
C -0.83 -0.66 0.84
C -1.88 0.39 -0.80
C 0.17 0.09 -0.08
C 0.97 1.14 0.69
H -0.87 -0.24 1.85
H 1.73 -0.31 -1.53
H -2.77 0.70 -1.33
H 1.58 1.72 -0.01
H -0.64 -1.74 0.90
H 0.29 1.82 1.21
H 1.77 -1.39 -0.12
H 0.54 -1.62 -1.39
H 1.63 0.66 1.43
*
```